(1)
C16H23F5GaNO3S | ωB97M-V with the def2-TZVPD basis set

## Properties
- Net charge: 0
- Energy relative to the best compared isomer or geometry (same formula, charge and spin): 3.25 kcal per mole
- E_HOMO: -0.2407 Ha
- Lowest unoccupied orbital energy: 0.26 eV

Element x y z (Å)
Ga (-0.256, 0.290, -0.299)
S (-2.317, -0.457, -0.356)
F (-1.765, -3.162, -1.610)
F (-2.539, -3.568, 3.700)
F (-1.359, -5.512, 2.381)
F (-2.244, -0.990, 2.588)
F (-1.078, -5.402, -0.296)
O (-1.281, 1.841, 1.674)
O (0.646, -0.044, 1.681)
O (1.118, -1.809, -0.400)
N (0.977, 1.146, -1.322)
C (-2.090, -1.958, 0.455)
C (-2.161, -2.079, 1.837)
C (0.627, 2.044, -2.383)
C (-0.087, 2.095, 2.488)
C (-1.668, -4.411, 1.712)
C (1.628, -1.114, 1.796)
C (0.522, 0.786, 2.874)
C (1.566, -2.116, -1.699)
C (2.232, -1.519, 0.495)
C (-1.518, -4.349, 0.359)
C (0.312, 1.315, -3.685)
C (1.984, 2.858, -2.661)
C (-1.867, 3.072, 1.215)
C (-2.190, -3.346, 2.422)
C (-0.478, 2.997, -1.911)
C (-1.813, -3.145, -0.290)
H (-2.382, 3.585, 2.042)
H (-1.098, 3.782, 0.867)
H (1.462, 0.945, 3.355)
H (0.866, 0.391, -3.856)
H (-1.463, 2.533, -1.924)
H (-2.541, 2.818, 0.434)
H (-0.140, 0.282, 3.582)
H (2.296, -1.372, -2.010)
H (-0.373, 3.433, -0.902)
H (-0.771, 1.073, -3.727)
H (2.833, -0.688, 0.106)
H (2.748, 2.113, -2.938)
H (0.767, -2.150, -2.379)
H (2.871, -2.395, 0.597)
H (2.081, -3.085, -1.711)
H (-0.569, 3.853, -2.679)
H (1.783, 3.586, -3.421)
H (0.521, 2.029, -4.548)
H (0.668, 2.749, 1.919)
H (1.238, -2.076, 2.254)
H (2.302, 3.250, -1.670)
H (2.421, -0.774, 2.474)
H (-0.423, 2.654, 3.371)

***

(2)
C11H22NP | ωB97M-V with the def2-TZVPD basis set

## Properties
- Net charge: +2
- E_HOMO (spin up / spin down): -0.6003 / -0.6004 Ha
- Lowest unoccupied orbital energy (spin up / spin down): -8.98 / -8.98 eV

Element x y z (Å)
P (0.702, 1.897, 0.523)
N (0.042, -1.851, 1.956)
C (1.064, 3.675, 0.409)
C (1.420, -1.205, -0.004)
C (0.267, 1.328, -1.132)
C (-0.917, 1.744, 1.381)
C (-0.348, -1.807, 3.364)
C (0.206, -1.134, -0.902)
C (-0.324, -2.391, -1.542)
C (1.023, -1.241, 1.442)
C (-1.680, -2.399, -2.270)
C (0.477, 2.368, -2.174)
C (-0.235, 0.072, -1.352)
H (-0.332, -2.397, 1.205)
H (1.686, -0.719, 2.223)
H (-1.127, 0.755, 1.702)
H (-0.301, -3.195, -0.938)
H (-0.936, -2.775, 3.688)
H (-2.244, -3.295, -2.231)
H (1.366, 3.996, 1.452)
H (2.064, -1.973, -0.173)
H (1.434, 2.823, -1.894)
H (2.102, -0.388, 0.023)
H (1.678, 3.983, -0.423)
H (-1.657, 1.937, 0.740)
H (-2.364, -1.727, -1.829)
H (-0.951, -1.015, 3.470)
H (0.374, 1.870, -3.068)
H (0.284, 4.314, -0.015)
H (0.655, -1.840, 4.000)
H (-0.816, 2.497, 2.245)
H (-1.658, -2.277, -3.264)
H (0.311, -2.669, -2.310)
H (-0.887, 0.092, -2.109)
H (-0.378, 2.948, -2.194)

***

(3)
C11H10ClNSTi | ωB97M-V with the def2-TZVPD basis set

## Properties
- Spin multiplicity: 3
- Net charge: -2
- Energy relative to the best compared isomer or geometry (same formula, charge and spin): 153.64 kcal per mole
- E_HOMO (spin up / spin down): 0.0316 / 0.0322 Ha
- Lowest unoccupied orbital energy (spin up / spin down): 4.87 / 4.87 eV

Element x y z (Å)
Ti (-0.008, -0.060, -0.020)
Cl (0.795, 1.395, 1.673)
S (0.000, 0.000, 4.909)
N (-0.068, -0.080, 2.091)
C (0.109, 2.927, -4.718)
C (0.954, -2.037, -0.546)
C (0.612, 0.928, -5.768)
C (0.884, -1.997, 0.870)
C (-0.389, -2.028, -1.048)
C (-1.122, 2.286, -5.062)
C (-0.015, -0.034, 3.336)
C (-1.279, -1.945, 0.061)
C (-0.811, 1.051, -5.710)
C (-0.489, -1.947, 1.245)
C (1.180, 2.088, -5.155)
H (2.224, 2.291, -5.044)
H (-1.519, 0.344, -6.088)
H (-0.671, -2.023, -2.081)
H (0.210, 3.869, -4.223)
H (1.715, -1.960, 1.545)
H (1.846, -2.082, -1.136)
H (-2.345, -1.901, 0.016)
H (-0.863, -1.862, 2.249)
H (-2.103, 2.665, -4.869)
H (1.155, 0.113, -6.196)

***

(4)
C6H10N2O | ωB97M-V with the def2-TZVPD basis set

## Properties
- Net charge: 0
- Energy relative to the best compared isomer or geometry (same formula, charge and spin): 106.80 kcal per mole
- SMILES: [H]/N=C(C(=C)C)\C(C)=N\O
- E_HOMO: -0.3144 Ha
- Lowest unoccupied orbital energy: 0.65 eV

Element x y z (Å)
O (2.743, -1.359, 0.610)
N (1.957, -0.177, 0.781)
N (0.431, 2.344, -0.357)
C (1.005, -0.159, -0.131)
C (0.281, 1.109, -0.283)
C (-2.258, 0.467, -0.405)
C (-1.065, 0.346, 0.484)
C (0.808, -1.204, -1.203)
C (-1.090, 0.114, 1.794)
H (0.514, -2.142, -0.732)
H (1.749, -1.358, -1.734)
H (-2.250, 1.402, -0.973)
H (-3.184, 0.467, 0.176)
H (3.513, -1.163, 1.166)
H (1.288, 2.629, -0.839)
H (-2.293, -0.367, -1.111)
H (-2.021, -0.107, 2.306)
H (-0.169, 0.064, 2.369)
H (0.041, -0.906, -1.920)

***

(5)
C5H9NO3 | ωB97M-V with the def2-TZVPD basis set

## Properties
- Net charge: 0
- Energy relative to the best compared isomer or geometry (same formula, charge and spin): 29.35 kcal per mole
- SMILES: NC(=O)OC=O.C=CC
- E_HOMO: -0.3594 Ha
- Lowest unoccupied orbital energy: 0.68 eV

Element x y z (Å)
O (1.155, -1.645, -0.631)
O (0.410, 0.155, -1.899)
O (-1.111, -0.149, -3.491)
N (1.994, 0.451, -0.334)
C (-0.432, -0.601, -2.627)
C (-1.492, 0.765, 0.283)
C (-1.066, -0.161, 1.136)
C (1.168, -0.471, -0.852)
C (-0.180, 0.109, 2.310)
H (-1.138, 1.782, 0.327)
H (1.927, 1.406, -0.627)
H (-2.202, 0.546, -0.502)
H (-0.419, -1.661, -2.327)
H (0.142, 1.151, 2.336)
H (-0.708, -0.122, 3.237)
H (-1.420, -1.179, 1.045)
H (2.671, 0.167, 0.356)
H (0.700, -0.543, 2.261)

***

(6)
C13H46O10 | ωB97M-V with the def2-TZVPD basis set

## Properties
- Net charge: 0
- Energy relative to the best compared isomer or geometry (same formula, charge and spin): 33.88 kcal per mole
- SMILES: CCO.CCO.CCO.CCO.CCO.CCO.CO.O.O.O
- E_HOMO: -0.3597 Ha
- Lowest unoccupied orbital energy: 0.01 eV

Element x y z (Å)
O (11.119, 1.417, -41.861)
O (15.411, 5.294, -32.495)
O (10.859, 3.683, -31.282)
O (10.821, 8.917, -38.305)
O (12.334, 9.994, -32.698)
O (9.314, 7.003, -36.555)
O (17.568, 10.084, -37.234)
O (11.252, 4.971, -36.241)
O (11.406, 2.310, -36.920)
O (14.060, 1.573, -37.596)
C (10.423, 1.915, -37.883)
C (12.641, 8.651, -33.105)
C (10.989, 3.138, -32.604)
C (13.688, 5.208, -36.240)
C (12.204, 3.689, -33.337)
C (12.468, 1.852, -41.881)
C (9.091, 1.844, -37.179)
C (15.606, 6.334, -31.548)
C (17.011, 8.784, -37.089)
C (11.797, 8.318, -34.303)
C (15.495, 8.821, -37.190)
C (12.369, 5.507, -36.921)
C (12.705, 3.024, -40.939)
H (10.568, 2.100, -42.255)
H (9.640, 7.666, -37.174)
H (12.218, 6.590, -37.005)
H (12.285, 2.041, -37.217)
H (16.669, 6.502, -31.344)
H (14.724, 1.457, -38.281)
H (10.378, 2.655, -38.688)
H (15.107, 9.584, -36.512)
H (12.384, 2.873, -39.912)
H (17.351, 8.315, -36.161)
H (13.705, 8.622, -33.368)
H (15.182, 9.107, -38.198)
H (12.010, 4.644, -33.821)
H (13.762, 3.308, -40.927)
H (13.773, 5.569, -35.218)
H (13.876, 4.131, -36.256)
H (12.765, 10.193, -31.863)
H (14.475, 5.639, -36.869)
H (10.080, 3.356, -33.170)
H (11.196, 4.013, -36.391)
H (10.728, 8.406, -34.120)
H (10.789, 8.882, -39.265)
H (8.867, 2.828, -36.749)
H (11.964, 7.274, -34.588)
H (12.372, 5.198, -37.977)
H (9.996, 6.313, -36.546)
H (14.521, 1.426, -36.765)
H (10.355, 4.499, -31.342)
H (11.093, 2.064, -32.456)
H (17.418, 8.204, -37.919)
H (8.258, 1.566, -37.818)
H (12.185, 3.892, -41.361)
H (12.077, 8.917, -35.170)
H (15.898, 5.485, -33.300)
H (12.817, 2.111, -42.883)
H (13.006, 3.883, -32.621)
H (15.099, 6.027, -30.640)
H (10.699, 9.845, -38.084)
H (13.047, 0.985, -41.553)
H (15.207, 7.281, -31.926)
H (17.283, 10.622, -36.490)
H (15.018, 7.857, -37.013)
H (12.549, 2.957, -34.068)
H (9.150, 1.193, -36.304)
H (10.725, 0.953, -38.303)
H (12.457, 7.975, -32.265)